1.
10
Properties=species:S:1:pos:R:3 method="wB97M-V/def2-TZVPD" relative_energy_kcal_mol=112.88 energy_ev=-7187.79352 smiles="C1=N[C@@H]1[C@@H]1C=N1" total_charge=0
C 1.87243 0.24822 -0.07577
N 1.84277 -0.97236 0.00493
C 0.58315 -0.14132 0.34394
C -0.68559 -0.16406 -0.59160
C -1.90668 0.24178 0.15619
N -1.75926 -0.97572 0.04769
H 2.37666 1.11974 -0.54731
H 0.48809 -0.39703 1.39471
H -0.47364 0.08087 -1.63735
H -2.33794 0.95989 0.90456



2.
10
Properties=species:S:1:pos:R:3 method="wB97M-V/def2-TZVPD" relative_energy_kcal_mol=18.82 energy_ev=-7191.87235 smiles=CC(C#N)C#N total_charge=0
C -1.01138 -0.55990 -0.18016
C 0.28397 0.06198 0.34601
C 1.48176 -0.46791 -0.30171
N 2.40705 -0.91480 -0.82669
C 0.25959 1.50795 0.09771
N 0.18046 2.62991 0.34907
H -1.87078 -0.12982 0.34419
H -0.98993 -1.63319 -0.01535
H -1.11576 -0.35837 -1.24964
H 0.37502 -0.13584 1.43656



3.
10
Properties=species:S:1:pos:R:3 method="wB97M-V/def2-TZVPD" relative_energy_kcal_mol=144.94 energy_ev=-7186.40354 smiles="C1#CN=NCC1" total_charge=0
C 0.06693 -0.99803 -1.00977
C -1.14869 -0.87622 -1.20435
N -2.01897 -0.07283 -0.46447
N -1.38614 0.69372 0.25017
C 0.01123 0.72244 0.49108
C 1.04631 -0.52292 -0.11140
H -0.00448 0.90868 1.64320
H 0.35634 1.58402 0.09932
H 1.04026 -1.17066 0.74563
H 2.03721 -0.26820 -0.43941



4.
10
Properties=species:S:1:pos:R:3 method="wB97M-V/def2-TZVPD" relative_energy_kcal_mol=111.41 energy_ev=-7187.85741 total_charge=0
C 1.14996 0.53782 -0.42397
C 1.29808 -0.80855 -0.18543
N 0.03557 -1.36508 -0.06213
C -0.97538 -0.56584 0.02951
C -0.67820 0.90765 0.10376
N 0.21504 1.15447 -1.02402
H 0.26535 0.86883 0.92442
H 2.15342 -1.37561 0.15071
H -1.96588 -0.97183 0.22849
H -1.49796 1.61815 0.25865



5.
10
Properties=species:S:1:pos:R:3 method="wB97M-V/def2-TZVPD" relative_energy_kcal_mol=55.17 energy_ev=-7190.29615 smiles=C#C[C@H](N)C#N total_charge=0
C 2.26191 -0.05587 0.02911
C 1.06840 0.00820 0.16902
C -0.39707 0.11293 0.33658
N -1.19286 -0.92713 -0.28268
C -0.87212 1.41363 -0.19799
N -1.30896 2.38795 -0.63887
H 3.32312 -0.10475 -0.09176
H -0.60780 0.12449 1.41259
H -0.75179 -1.33247 -1.09545
H -1.52282 -1.62698 0.35947



6.
10
Properties=species:S:1:pos:R:3 method="wB97M-V/def2-TZVPD" relative_energy_kcal_mol=5.92 energy_ev=-7192.43173 smiles=c1cncnc1 total_charge=0
C -0.55297 0.95972 -0.05321
C -1.23678 -0.22046 0.06498
N -0.60322 -1.38536 -0.01089
C 0.75264 -1.34314 -0.01861
N 1.55503 -0.22729 0.03721
C 0.86383 0.96711 0.01066
H -1.09633 1.93052 -0.04317
H -2.34079 -0.24371 0.04647
H 1.22161 -2.29065 -0.06214
H 1.43698 1.85325 0.02871



7.
10
Properties=species:S:1:pos:R:3 method="wB97M-V/def2-TZVPD" relative_energy_kcal_mol=77.66 energy_ev=-7189.32109 smiles="N1=N[C@H]2[C@H]3[C@@H]1[C@@H]23" total_charge=0
N 0.64062 -1.60423 0.30750
N -0.54334 -1.65994 -0.05822
C -0.98098 -0.28284 -0.27579
C -0.23565 0.63289 0.65319
C 1.02515 -0.19116 0.33545
C 0.21744 0.54781 -0.71927
H -1.99294 -0.13633 -0.64464
H -0.58367 1.46878 1.25363
H 2.06320 -0.05975 0.64891
H 0.39016 1.28476 -1.50075



8.
10
Properties=species:S:1:pos:R:3 method="wB97M-V/def2-TZVPD" relative_energy_kcal_mol=94.72 energy_ev=-7188.58096 total_charge=0
N -1.01066 -1.06701 -0.09910
C -0.37431 0.06700 0.42758
C 1.07480 0.05517 0.17572
C 2.26996 -0.00924 0.04220
C -0.77505 1.64646 -1.05483
N -1.11588 1.53838 0.08371
H -0.83181 -1.24425 -1.08106
H -2.00152 -1.09603 0.10197
H -0.56904 0.16083 1.48450
H 3.33351 -0.05131 -0.08070



9.
10
Properties=species:S:1:pos:R:3 method="wB97M-V/def2-TZVPD" relative_energy_kcal_mol=78.31 energy_ev=-7189.29269 total_charge=0
C -1.26862 0.28681 -0.24048
C -0.43446 1.13848 0.35742
N 0.62684 0.22230 0.72544
C 1.45622 -0.32122 -0.30688
N 0.71497 -1.17591 -0.91002
C -0.31090 -0.81336 0.06565
H -2.22427 0.35984 -0.74083
H -0.49698 2.17213 0.66397
H 2.52406 -0.17803 -0.41968
H -0.53836 -1.58078 0.79855



10.
10
Properties=species:S:1:pos:R:3 method="wB97M-V/def2-TZVPD" relative_energy_kcal_mol=28.91 energy_ev=-7191.43475 smiles=c1ccnnc1 total_charge=0
C 0.65044 0.81738 -0.18392
C -0.68615 0.79674 0.13608
C -1.29535 -0.46179 0.10191
N -0.62775 -1.60247 0.03522
N 0.69757 -1.56542 0.10129
C 1.31838 -0.40503 -0.06105
H 1.14852 1.71826 -0.52832
H -1.23402 1.69571 0.38463
H -2.37508 -0.54586 0.03639
H 2.40344 -0.44752 -0.02223